16
Properties=species:S:1:pos:R:3:forces:R:3:mulliken_charge:R:1 method="wB97M-V/def2-TZVPD" lumo_energy_ev=0.78 total_energy_ev=-7389.7238 e_above_lowest_kj_mol=486.4
C -0.1685 1.9956 0.5847 0.0 0.2 0.1 -0.8226
O -0.2692 0.8993 -0.3147 -0.1 0.0 -0.1 -0.2244
C -1.2553 -0.2422 0.0740 0.0 0.2 0.1 -0.2659
C -0.7037 -1.4404 -0.4875 0.0 0.2 -0.2 -0.7647
C 0.7349 -1.6775 -0.0582 0.2 -0.1 0.1 -0.2943
C 1.2205 -0.3719 -0.5123 0.5 -0.2 0.0 -0.3160
H 0.0157 1.6589 1.6171 0.0 0.0 -0.2 0.3779
H 0.6555 2.6291 0.2457 -0.1 -0.1 0.1 0.2813
H -1.0869 2.5940 0.5826 0.1 -0.1 -0.1 0.2771
H -1.2253 -0.1776 1.1742 -0.1 -0.1 -0.2 0.2821
H -2.2162 0.0722 -0.3332 0.0 -0.2 0.2 0.2885
H -0.9253 -1.6431 -1.5336 0.0 0.0 0.1 0.2599
H 1.1735 -2.5135 -0.6111 -0.1 0.2 0.0 0.2291
H 0.8727 -1.8513 1.0148 -0.1 0.1 -0.1 0.2438
H 1.7717 0.3160 0.1294 -0.1 -0.2 -0.1 0.2564
H 1.4058 -0.2475 -1.5718 -0.1 0.0 0.1 0.1919